The following is a DFT calculation (ωB97M-V/def2-TZVPD) of a structure of composition C5H22HfO8 in a non-equilibrium geometry.

The energy above the lowest of the compared OMol25 structures with the same formula, charge and spin comes out at 519.3 kcal per mole. Its LUMO energy is -5.003 eV. Its total energy is -852.7732 Eh. Its orbital gap is 0.0669 Ha.

Each line ends with the Mulliken charge.
Cartesian coordinates (Å):
Hf (0.299, 0.078, -0.720)  1.36
C (-4.993, 1.960, 0.319)  -0.50
O (-3.876, 1.551, -0.344)  -0.50
H (-5.854, 1.988, -0.349)  0.24
H (-5.358, 1.262, 1.072)  0.22
H (-4.874, 2.973, 0.701)  0.22
C (-0.447, -4.436, -4.137)  -0.44
O (-0.501, -3.386, -3.272)  -0.52
H (0.271, -5.187, -3.805)  0.19
H (-1.421, -4.924, -4.097)  0.21
H (-0.166, -4.035, -5.111)  0.18
C (5.361, 1.205, -3.122)  -0.57
O (4.368, 0.813, -2.248)  -0.51
H (5.269, 2.252, -3.411)  0.23
H (6.369, 1.203, -2.709)  0.24
H (5.401, 0.692, -4.082)  0.24
C (-0.944, 0.991, 5.997)  -0.86
C (0.303, 0.560, 5.157)  -0.27
O (0.375, 0.939, 3.851)  -0.51
H (-0.811, 0.605, 7.008)  0.31
H (-1.851, 0.565, 5.568)  0.26
H (-1.051, 2.075, 6.051)  0.26
H (0.511, -0.506, 5.251)  0.29
H (1.180, 0.984, 5.647)  0.26
O (0.919, 3.912, -0.730)  -0.61
H (1.093, 4.474, -1.485)  0.30
H (1.021, 4.489, 0.027)  0.30
O (-0.524, 1.497, -4.357)  -0.62
H (-0.182, 1.060, -5.137)  0.31
H (-1.169, 2.119, -4.693)  0.30
O (-1.924, -2.500, 1.513)  -0.61
H (-2.870, -2.475, 1.658)  0.30
H (-1.633, -3.290, 1.968)  0.30
O (2.358, -2.857, 0.574)  -0.60
H (2.448, -3.681, 0.095)  0.30
H (2.906, -2.970, 1.351)  0.29